Record 1
Molecular formula: C21H42NO5
Method: DFT, wB97M-V/def2-TZVPD

```
69
Properties=species:S:1:pos:R:3
H -1.37763 -3.37091 -0.54240
H 4.55175 -1.36240 1.41689
C -3.14370 -2.07461 -0.21792
C -2.72503 -0.80147 -0.93611
H -2.90687 -0.89540 -2.00195
C -0.22551 3.49187 -0.92780
C -0.71470 -2.74218 2.01430
H -3.47763 6.45570 -1.47211
H 6.67217 -1.95657 1.68308
O 6.91359 -0.71049 -1.33520
C -4.67252 -2.26017 -0.44284
O -2.68186 6.04674 0.36241
H 7.74481 -0.65459 1.14455
H 2.31227 -1.90842 1.03907
H 4.19664 -0.24399 0.08461
H 0.72563 1.66023 -1.48569
C -0.02770 1.97482 -0.76346
H 1.03237 5.24193 -0.83666
C 6.47309 -1.33643 -0.39380
H -0.71216 -2.94178 3.08283
C 0.93033 4.29037 -0.32144
H -4.89613 -3.23984 -0.85024
C 0.73474 -1.95860 -1.16864
H 0.18115 -0.60957 0.92845
C -2.43292 -3.31127 -0.78251
H -2.44299 -1.43397 3.71772
C -0.88791 -0.44987 0.81269
C -0.30551 -0.95380 -1.69527
H 1.86521 3.73138 -0.40165
O -3.47424 -2.80903 1.95140
C 7.27754 -1.59055 0.86034
C -1.59164 -1.49552 1.72019
C -1.82512 -0.80922 3.07928
C -1.28940 -0.30788 -0.66680
N -2.93335 -1.89691 1.23343
O 5.24029 -1.94894 -0.46054
H 2.10166 -0.27126 -0.93594
H -0.89235 -1.45403 -2.46372
H 0.44301 -2.42964 -0.23594
C -1.33000 1.21456 -0.98248
H -1.63772 1.35543 -2.01987
H -1.70609 6.33204 -1.45051
C 4.27127 -1.29574 0.36385
H -3.39528 -0.01490 -0.57757
H -0.87447 -0.65265 3.58567
H -1.07561 0.51960 1.26972
H -2.51385 7.77510 -0.77963
H -2.08569 1.65860 -0.33166
H -2.31904 0.15122 2.94196
H 0.80867 -2.76551 -1.89848
C -2.58257 6.69099 -0.90244
C 2.92415 -1.96467 0.14016
H 0.39145 1.80763 0.23010
H -2.51723 -3.25862 -1.86786
C 2.15091 -1.35644 -1.03000
H 3.09532 -3.01698 -0.08453
H -5.02038 -1.53661 -1.18031
H -0.36903 3.75315 -1.97297
H 0.32062 -2.56441 1.73814
H -1.10192 3.76471 -0.33739
H 0.30738 3.86905 1.47890
H -2.94792 -4.21214 -0.46405
H -1.09018 -3.64216 1.54142
O 0.68982 4.63032 1.04330
H -1.88340 6.25369 0.85523
H 2.68721 -1.56347 -1.95524
H -5.22924 -2.07885 0.46807
H 8.02814 -2.33537 0.61326
H 0.24532 -0.18136 -2.22735
```

**LUMO level (alpha / beta)**: 0.444 / 0.361 eV
**<S²>**: 0.754
**Energy relative to the best compared isomer or geometry (same formula, charge and spin)**: 0.0000 eV
**Multiplicity**: 2
**E_tot**: -1256.20699 hartree


Record 2
Molecular formula: C21H42O21
Method: DFT, wB97M-V/def2-TZVPD

```
84
Properties=species:S:1:pos:R:3
H -3.09299 0.94528 8.24874
C 7.82202 -2.23621 -8.17184
C 0.12234 2.62657 -0.93199
O -8.54967 -6.37819 7.22395
C -9.27126 5.55493 -5.47150
H -1.74338 1.55105 1.45796
O -6.51263 -6.32584 6.24199
H 1.39003 2.18764 -3.22599
O -6.11870 7.14272 -6.03604
H 7.79355 1.97405 3.09441
O 10.34502 -1.72610 -10.47271
O -8.15905 6.24981 -6.07000
H -7.15785 -4.39257 6.17498
C -1.10854 -3.66656 -3.81202
H -6.05366 -4.86216 4.87481
O -0.49002 -1.87716 6.91742
H 8.03466 -1.57499 -7.33180
H -4.17256 8.02793 -5.94480
O 6.78994 3.26440 4.33573
H 2.11125 3.65722 -2.60747
H 0.41285 -2.82633 5.46147
H 10.77147 -0.77647 -12.15699
O -0.05113 0.26973 7.38789
H 6.55120 2.93345 2.28424
H -9.46285 6.06803 -4.52910
H 12.22110 -1.07784 -11.01668
C 2.01293 2.58700 -2.42561
H -3.00121 0.08153 9.77967
O -0.39424 1.80005 -0.10248
O -1.38214 -2.35789 -3.97227
C -6.89046 -5.19585 5.48843
H -8.61852 -9.01220 8.15538
C -7.60613 -8.75912 8.47021
H 7.57277 -3.28696 -8.02383
H 11.14764 0.20224 -10.73409
O -0.40104 3.67301 -1.37509
O 8.76716 2.85863 5.40657
H 0.44788 -5.84318 -3.56360
O -7.01879 6.45541 -4.02292
H 0.02057 -5.14913 -1.95832
O 8.95366 -0.23399 -9.59235
H -2.49112 2.33639 0.08017
O 7.01452 3.88760 6.50486
C 11.17289 -0.80741 -11.14407
C 0.55440 -4.98890 -2.89505
C -0.74343 -0.70897 7.43641
C -1.54822 2.21057 0.61234
H 5.44800 5.00404 5.54304
H -7.75573 -5.46663 4.88338
H -1.78482 1.05953 9.19319
H 5.49665 5.27613 7.19789
O -1.94640 -0.82660 8.10275
O 8.98447 -2.33860 -9.01998
C -2.46931 0.28376 8.85001
C -7.10214 6.64774 -5.27553
O -6.97817 -8.09388 7.40892
H 1.57947 -5.04710 -2.52908
H -3.34288 -2.62718 -4.58536
H 7.04311 -1.88937 -8.85088
C -2.75190 -1.95033 -3.96834
C 5.66703 4.47987 6.47329
H -3.00865 -1.86607 -2.91237
O 1.32137 2.17309 -1.24078
O 0.16925 -3.70155 -3.34889
H 8.03035 3.68695 2.72421
C 7.62299 3.34139 5.37851
O -1.91047 -4.57712 -4.06947
C 0.69373 -2.06076 6.18473
C -4.92721 7.55473 -5.31655
C 9.39692 -1.33037 -9.71746
H -1.30371 3.14695 1.11385
H 0.82631 -1.16305 5.58088
H 2.95714 2.04368 -2.46268
C -7.43613 -6.89079 7.00887
H 1.59643 -2.29384 6.74946
H -10.17253 5.58652 -6.08373
C 7.30656 2.94890 3.06992
H -7.07499 -9.69690 8.63316
H -7.53352 -8.22249 9.41619
H -5.25095 8.23252 -4.52670
H -2.80275 -0.92903 -4.34580
H -9.06750 4.49733 -5.30395
H -4.43668 6.82193 -4.67586
H 4.92655 3.70506 6.67196
```

**LUMO level**: 0.297 eV
**Energy relative to the best compared isomer or geometry (same formula, charge and spin)**: 4.1342 eV
**E_tot**: -2405.30579 hartree


Record 3
Molecular formula: C21H43BO2P2Sn
Method: DFT, wB97M-V/def2-TZVPD

```
70
Properties=species:S:1:pos:R:3
H -0.17396 2.81597 0.48563
H -3.17917 1.68855 -6.14000
H -0.46824 -1.77953 -2.28942
C 4.51769 -1.82213 4.20481
H 5.07349 -2.30218 5.02424
H 5.19692 -1.09536 3.73842
H 1.22864 -1.55442 -0.28703
C 2.79536 -3.37120 5.89529
Sn -0.54480 -0.88686 2.77018
C 3.28221 -1.09047 4.74430
C -2.28630 0.35692 -0.22811
O 1.47357 -2.47645 4.16597
C -3.89082 2.94638 -3.53605
C 2.21114 -2.10989 5.31369
H 0.40100 -2.00567 6.53331
C -0.67446 -1.36155 -1.29161
H -3.02856 -0.16914 0.38463
H -4.41735 2.90128 -2.57665
H -1.15007 3.24083 -0.89816
H 1.37568 1.76635 -5.96659
C -0.72170 2.37573 -0.35673
H -0.64404 1.13986 -6.73648
H 4.23529 -0.69911 6.59738
H 4.26367 -2.59286 3.46500
H -2.78052 0.21767 3.69221
C 3.75291 -0.11452 5.79982
H 1.86193 -1.35519 7.31659
H 1.82426 0.76048 -0.04258
C -1.21984 0.75068 -5.88770
H 1.04694 2.37091 -1.57735
H -2.24340 1.93599 1.14250
H -4.60357 3.07799 -4.36219
B 1.46730 -1.22951 3.50736
H -1.45269 0.86160 4.72587
H 3.48932 -3.83676 5.19066
C -2.31247 1.73174 -5.46918
C -1.81872 1.54025 0.21001
C 1.15037 1.74664 -4.88935
H 1.98637 -4.07280 6.12313
H -1.65770 -0.19940 -6.20646
O 2.59515 -0.43650 3.68047
H 0.09497 -1.85326 -5.43324
C -4.24585 0.19516 -4.19842
H -3.78628 -0.75693 -4.49681
H 1.65105 -1.35625 -4.72921
H -4.84567 0.59179 -5.03117
H -0.22509 1.33249 -2.20885
H 1.00713 -0.40503 6.07366
H -1.93890 2.75942 -5.48157
H -3.18803 3.78831 -3.51562
C 0.58685 -0.79547 -0.73448
H 2.92714 0.45414 6.24087
H 2.07399 1.59565 -4.31702
H 3.34227 -3.14239 6.81714
C -1.88871 -0.04526 4.28373
C 0.27969 1.63572 -1.28509
H 1.16107 -0.74035 -6.34465
C 1.31477 -1.42173 6.36506
C 0.96548 0.48825 -0.66379
C 0.80711 -1.02397 -5.34309
H -1.01932 -2.21154 -0.68806
H 4.49330 0.57728 5.38817
P -2.92449 1.41128 -3.75880
H -2.12728 -0.81283 5.01954
H -1.64004 0.32305 -2.26477
H -2.74370 -0.96611 -1.79660
P -0.04580 0.37515 -4.49987
C -1.87310 -0.38658 -1.45142
H -4.88348 0.01796 -3.32264
H 0.71005 2.70771 -4.59285
```

**LUMO level (alpha / beta)**: -8.872 / -7.870 eV
**Charge**: +2
**Energy relative to the best compared isomer or geometry (same formula, charge and spin)**: 0.0000 eV
**E_tot**: -1897.66265 hartree


- What is the formula in the third record?
  C21H43BO2P2Sn


- What is the energy relative to the best compared isomer or geometry (same formula, charge and spin) in the third record?
  0.0000 eV